No. 1
Computed, not measured: C12H8N2O5PdS as an isolated structure, with ωB97M-V/def2-TZVPD.

```
29
Properties=species:S:1:pos:R:3
Pd -0.48982 0.22926 1.02576
O -1.31049 1.71287 -0.06632
C -1.43387 2.87102 0.36433
C -0.79231 3.47019 1.48193
C -1.12031 4.81344 1.74607
C -0.50497 5.48597 2.75716
C 0.48060 4.86033 3.54915
C 0.82484 3.56765 3.30938
C 0.20041 2.79925 2.27451
O 0.56267 1.59011 2.12160
N -0.86250 6.87521 3.01757
O -0.28567 7.44423 3.92539
O -1.71478 7.38790 2.31587
H -2.09187 3.52569 -0.21955
H -1.86176 5.32172 1.14356
H 0.94947 5.42736 4.34050
H 1.57745 3.06642 3.90196
O 0.28713 -1.30477 2.00794
N -0.65597 -2.18753 2.38613
C -0.40514 -2.91503 3.49060
C -1.25741 -3.91600 3.86733
C -2.38507 -4.16629 3.08010
C -2.62381 -3.40123 1.96494
C -1.74808 -2.36818 1.60813
S -1.98296 -1.30909 0.26718
H 0.49879 -2.63309 4.00822
H -1.04616 -4.48737 4.75815
H -3.07609 -4.95166 3.35445
H -3.49535 -3.55821 1.34593
```

Output
Highest occupied orbital energy, eV: -8.375
Net charge: 0
Calculated total energy, Ha: -1473.7520
Frontier orbital gap, eV: 7.796
Relative energy (zero: lowest compared OMol25 entry of this formula, charge and spin), kcal/mol: 3.4
Maximum force, hartree/bohr: 0.0094
LUMO energy, eV: -0.58

Charge distribution, Mulliken scheme, values in e: 0.4622 -0.6231 0.2082 0.0829 -0.3979 -0.3020 -0.4167 -0.6478 0.9568 -0.8174 0.9991 -0.6235 -0.6275 0.4075 0.4489 0.4677 0.4313 -0.7505 0.4824 -0.1467 -0.7333 -0.0745 -0.7961 0.7897 -0.3593 0.4247 0.3918 0.3797 0.3831

***

No. 2
Computed, not measured: CH2LiOPd as an isolated structure in a non-equilibrium geometry, with ωB97M-V/def2-TZVPD.

```
6
Properties=species:S:1:pos:R:3
C -0.08846 -0.45978 -0.21839
O 0.46551 0.65268 0.00960
H -0.81944 -0.73819 0.59292
Pd 1.05349 -1.48447 -0.94158
Li -0.51077 2.13333 0.54212
H -2.06684 1.26935 0.43610
```

Output
Highest occupied orbital energy (alpha / beta), eV: -4.510 / -8.226
Net charge: 0
Calculated total energy, Ha: -249.6820
Frontier orbital gap (alpha / beta), eV: 3.652 / 5.202
Multiplicity: 4
Relative energy (zero: lowest compared OMol25 entry of this formula, charge and spin), kcal/mol: 0.0
Maximum force, hartree/bohr: 0.1154
LUMO energy (alpha / beta), eV: -0.86 / -3.02

Charge distribution, Mulliken scheme, values in e: 0.2084 -0.6791 0.2114 -0.5131 0.8341 -0.0617

***

Question: Which value of net charge does entry 1 give?
Answer: 0

***

Question: Which value of calculated total energy does entry 2 give?
Answer: -249.6820 Ha

***

Question: What is the formula in the first record?
Answer: C12H8N2O5PdS

***

Question: Which formula does entry 2 have?
Answer: CH2LiOPd